The following is a quantum chemistry calculation of a cluster of 3 separate species, C2H9NO in total, from the OMol25 dataset.

```
13
Properties=species:S:1:pos:R:3:lowdin_charge:R:1
O -1.165 0.520 1.083 -0.1009
N 1.842 0.712 0.677 -0.0058
C -1.414 0.092 -0.259 -0.1737
C -1.123 -0.893 0.780 -0.1495
H -0.259 -1.461 0.629 0.0815
H 1.411 -0.518 -2.722 0.0218
H 1.439 -0.052 1.230 -0.0086
H 2.553 1.208 1.265 0.0279
H 0.743 -0.164 -2.797 0.0033
H -1.936 -1.386 1.271 0.1048
H 1.027 1.310 0.413 0.0094
H -0.692 0.607 -0.935 0.0917
H -2.427 0.025 -0.634 0.0982
```

Output
**Energy relative to the best compared isomer or geometry (same formula, charge and spin)**: 65.6 kcal per mole
**E_tot**: -211.4805 hartree
**Net charge**: 0
**HOMO level**: -9.69 eV
**SMILES string**: [H][H].C1CO1.N